[1]
Formula: CdH16O9
Source: the OMol25 dataset
Level of theory: wB97M-V/def2-TZVPD

* HOMO: -9.95 eV
* energy: -23250.205 eV
* HOMO-LUMO gap: 0.29482 Ha

The geometry in XYZ format:
```
26
Properties=species:S:1:pos:R:3:nbo_charge:R:1
Cd 16.823 -16.846 6.433 1.66
O 15.406 -15.391 6.164 -1.21
H 14.820 -15.746 6.853 0.45
O 15.483 -18.386 6.997 -1.34
H 14.552 -18.198 6.836 0.46
O 14.563 -16.730 9.150 -0.94
H 15.458 -16.384 9.187 0.45
H 14.659 -17.614 8.777 0.48
O 12.657 -16.449 5.679 -0.97
H 12.306 -15.907 4.967 0.48
H 13.580 -16.172 5.769 0.48
O 16.864 -19.566 9.180 -0.97
H 16.753 -18.904 9.868 0.46
H 16.376 -19.221 8.412 0.49
O 15.870 -20.683 5.547 -0.97
H 15.727 -19.855 6.069 0.50
H 16.485 -20.468 4.841 0.44
O 12.950 -20.137 6.834 -0.94
H 13.710 -19.579 7.034 0.46
H 13.071 -20.387 5.913 0.49
O 18.265 -18.482 6.173 -1.00
H 18.873 -19.044 6.669 0.54
H 17.941 -19.032 5.450 0.51
O 10.922 -18.323 7.623 -0.96
H 11.439 -17.575 7.301 0.48
H 11.579 -18.981 7.882 0.48
```

[2]
Formula: CdI
Source: the OMol25 dataset
Level of theory: wB97M-V/def2-TZVPD

* HOMO (alpha / beta): -8.37 / -9.18 eV
* 2S+1: 2
* energy relative to the best compared isomer or geometry (same formula, charge and spin): 0.0 kcal/mol
* energy: -12664.727 eV
* HOMO-LUMO gap (alpha / beta): 0.31756 / 0.24257 Ha

The geometry in XYZ format:
```
2
Properties=species:S:1:pos:R:3:nbo_charge:R:1
Cd -0.237 0.932 1.074 0.59
I 0.237 -0.932 -1.074 -0.59
```

[3]
Formula: CdI
Source: the OMol25 dataset
Level of theory: wB97M-V/def2-TZVPD

* HOMO: -14.94 eV
* charge: +1
* energy relative to the best compared isomer or geometry (same formula, charge and spin): 0.0 kcal/mol
* energy: -12656.733 eV
* HOMO-LUMO gap: 0.24714 Ha

The geometry in XYZ format:
```
2
Properties=species:S:1:pos:R:3:nbo_charge:R:1
Cd -1.027 -0.243 -0.701 1.27
I 1.027 0.243 0.701 -0.27
```

[4]
Formula: CdI
Source: the OMol25 dataset
Level of theory: wB97M-V/def2-TZVPD

* HOMO: -15.82 eV
* charge: +1
* energy relative to the best compared isomer or geometry (same formula, charge and spin): 83.6 kcal/mol
* energy: -12653.110 eV
* HOMO-LUMO gap: 0.30400 Ha

The geometry in XYZ format:
```
2
Properties=species:S:1:pos:R:3:nbo_charge:R:1
Cd -0.078 0.788 0.617 1.30
I 0.078 -0.788 -0.617 -0.30
```

[5]
Formula: Cl12O48Pb2
Source: the OMol25 dataset
Level of theory: wB97M-V/def2-TZVPD

* HOMO: 8.86 eV
* charge: -8
* energy: -258913.924 eV
* HOMO-LUMO gap: 0.10518 Ha

The geometry in XYZ format:
```
62
Properties=species:S:1:pos:R:3:nbo_charge:R:1
Pb 17.981 20.458 -21.603 1.71
Pb 23.838 22.371 -18.339 1.73
Cl 17.596 23.039 -15.822 2.48
O 18.160 21.700 -15.505 -0.87
O 16.779 23.257 -14.586 -1.01
O 18.667 24.000 -15.770 -0.80
O 16.634 23.281 -16.863 -0.80
Cl 23.933 20.866 -14.226 2.60
O 24.822 20.206 -13.402 -0.92
O 23.984 20.466 -15.616 -0.90
O 22.559 20.728 -13.874 -0.88
O 24.158 22.257 -14.155 -0.88
Cl 20.817 23.171 -19.528 2.59
O 19.467 22.919 -19.974 -0.85
O 21.155 22.284 -18.496 -0.91
O 21.753 22.984 -20.546 -0.91
O 21.012 24.550 -19.187 -0.77
Cl 21.437 29.477 -19.563 2.56
O 20.882 29.449 -20.898 -0.91
O 21.973 28.311 -18.995 -0.78
O 22.242 30.603 -19.241 -0.93
O 20.122 29.518 -19.050 -0.94
Cl 24.866 20.491 -21.256 2.57
O 24.865 21.822 -20.720 -0.92
O 26.201 20.425 -21.705 -0.91
O 24.753 19.653 -20.089 -0.90
O 23.839 20.090 -22.184 -0.79
Cl 15.496 20.091 -19.450 2.56
O 15.263 21.320 -18.752 -0.75
O 16.887 19.851 -19.136 -0.91
O 14.742 19.023 -19.028 -0.85
O 15.477 20.370 -20.885 -0.96
Cl 16.380 27.637 -17.584 2.54
O 15.030 27.498 -17.849 -0.93
O 17.002 28.140 -18.720 -0.87
O 16.502 28.370 -16.293 -0.91
O 17.116 26.350 -17.669 -0.82
Cl 23.108 25.580 -15.771 2.60
O 23.846 26.387 -16.699 -0.93
O 22.870 24.427 -16.576 -0.91
O 24.092 25.499 -14.750 -0.90
O 21.911 26.210 -15.398 -0.81
Cl 16.441 24.227 -22.186 2.55
O 15.233 23.612 -22.615 -0.96
O 17.531 24.448 -23.153 -0.82
O 16.018 25.586 -21.869 -0.86
O 16.656 23.361 -21.120 -0.85
Cl 21.118 18.674 -18.661 2.48
O 22.215 19.503 -18.123 -0.82
O 20.595 19.269 -19.863 -0.87
O 21.673 17.281 -19.022 -0.92
O 20.109 18.486 -17.635 -0.82
Cl 20.146 22.235 -24.537 2.68
O 20.420 23.627 -24.468 -0.85
O 21.310 21.518 -25.000 -0.93
O 19.677 21.814 -23.328 -0.91
O 19.304 22.057 -25.579 -0.94
Cl 25.822 25.985 -19.857 2.65
O 25.208 24.709 -19.622 -0.91
O 26.583 26.406 -18.800 -0.92
O 26.843 25.801 -20.776 -0.97
O 24.872 26.986 -20.240 -0.82
```

[6]
Formula: Cl13Mg4
Source: the OMol25 dataset
Level of theory: wB97M-V/def2-TZVPD

* HOMO: 5.59 eV
* charge: -5
* energy: -184575.770 eV
* HOMO-LUMO gap: 0.07127 Ha

The geometry in XYZ format:
```
17
Properties=species:S:1:pos:R:3:nbo_charge:R:1
Mg 0.672 1.891 1.280 1.69
Mg -0.683 -0.029 4.429 1.44
Mg -0.105 1.649 -4.592 1.53
Mg -0.496 -2.071 -0.723 1.70
Cl 4.873 -1.591 -0.419 -0.96
Cl 2.880 2.807 0.827 -0.91
Cl -0.943 -3.587 1.283 -0.92
Cl -1.712 2.002 -2.880 -0.74
Cl 2.544 -2.813 2.155 -0.81
Cl 1.028 1.028 3.669 -0.85
Cl 0.576 -3.221 -2.510 -0.92
Cl -2.535 0.136 2.901 -0.79
Cl -2.593 -2.140 -1.991 -0.93
Cl 1.187 -0.194 -4.613 -0.80
Cl -0.785 3.654 1.306 -0.89
Cl 0.213 0.015 -0.065 -0.87
Cl -4.121 2.466 -0.059 -0.98
```

[7]
Formula: Cl2CuF2HfI2
Source: the OMol25 dataset
Level of theory: wB97M-V/def2-TZVPD

* HOMO (alpha / beta): -9.30 / -9.23 eV
* 2S+1: 2
* energy relative to the best compared isomer or geometry (same formula, charge and spin): 0.0 kcal/mol
* energy: -92629.591 eV
* HOMO-LUMO gap (alpha / beta): 0.21705 / 0.15912 Ha

The geometry in XYZ format:
```
8
Properties=species:S:1:pos:R:3:nbo_charge:R:1
Hf -0.569 -0.353 0.254 1.92
Cu 2.795 1.421 -1.966 0.98
I -1.478 -2.307 -1.756 -0.38
I 1.228 -2.367 1.810 0.17
Cl -1.676 1.903 -0.955 -0.58
Cl 0.623 1.742 1.909 -0.56
F 1.217 -0.040 -1.147 -0.83
F -2.140 0.001 1.851 -0.72
```

[8]
Formula: Cl2CuF2HfI7
Source: the OMol25 dataset
Level of theory: wB97M-V/def2-TZVPD

* HOMO (alpha / beta): 7.10 / 4.41 eV
* charge: -5
* 2S+1: 2
* energy: -133126.199 eV
* HOMO-LUMO gap (alpha / beta): 0.05296 / 0.15190 Ha

The geometry in XYZ format:
```
13
Properties=species:S:1:pos:R:3:nbo_charge:R:1
Hf 9.208 -5.445 10.805 1.22
Cu 4.188 -8.294 6.611 0.85
I 7.529 -3.169 10.076 -0.46
I 6.033 -10.459 8.858 -0.96
I 6.248 -3.445 5.974 -1.02
I 10.636 -9.140 7.328 -1.00
I 6.862 -6.924 4.185 -0.21
I 9.218 -8.066 11.850 -0.42
I 6.897 -5.543 12.398 -0.49
Cl 9.288 -6.247 8.671 -0.37
Cl 11.065 -4.491 12.206 -0.58
F 2.237 -7.306 6.943 -0.95
F 6.446 -7.235 5.822 -0.62
```

[9]
Formula: Cl2H2N2
Source: the OMol25 dataset
Level of theory: wB97M-V/def2-TZVPD

* HOMO: -10.03 eV
* energy relative to the best compared isomer or geometry (same formula, charge and spin): 23.7 kcal/mol
* energy: -28053.594 eV
* HOMO-LUMO gap: 0.38020 Ha
* SMILES: ClNNCl

The geometry in XYZ format:
```
6
Properties=species:S:1:pos:R:3:nbo_charge:R:1
Cl -1.354 1.459 0.047 0.14
N -0.855 -0.117 -0.276 -0.49
N 0.793 -0.226 0.289 -0.47
Cl 1.649 1.275 -0.077 0.09
H -0.780 -0.389 -1.226 0.37
H 0.583 -0.317 1.339 0.37
```

[10]
Formula: Cl2H2N2S
Source: the OMol25 dataset
Level of theory: wB97M-V/def2-TZVPD

* HOMO (alpha / beta): -9.46 / -9.42 eV
* energy relative to the best compared isomer or geometry (same formula, charge and spin): 61.4 kcal/mol
* energy: -38887.126 eV
* HOMO-LUMO gap (alpha / beta): 0.27269 / 0.27074 Ha
* SMILES: N=S(=N)(Cl)Cl

The geometry in XYZ format:
```
7
Properties=species:S:1:pos:R:3:nbo_charge:R:1
N 1.222 0.263 -1.349 -0.72
S -0.197 -0.122 0.104 1.37
N 0.243 -0.180 1.532 -1.06
Cl -1.577 1.498 -0.245 -0.24
Cl -1.480 -1.745 -0.006 -0.12
H 0.963 -0.236 -2.163 0.30
H 0.826 0.523 2.128 0.46
```

[11]
Formula: Cl2H2NO2PS
Source: the OMol25 dataset
Level of theory: wB97M-V/def2-TZVPD

* HOMO (alpha / beta): -9.77 / -9.76 eV
* energy relative to the best compared isomer or geometry (same formula, charge and spin): 55.0 kcal/mol
* energy: -50784.829 eV
* HOMO-LUMO gap (alpha / beta): 0.18939 / 0.18617 Ha

The geometry in XYZ format:
```
9
Properties=species:S:1:pos:R:3:nbo_charge:R:1
N 0.965 0.367 1.056 -1.25
O 0.598 -1.253 -0.944 -1.09
O -1.369 -0.159 0.157 -1.03
P -0.029 -0.729 0.289 2.25
S -1.461 2.018 -3.134 0.30
Cl -0.297 -2.133 1.831 -0.36
Cl -0.881 0.542 -2.009 0.34
H 2.059 0.333 1.201 0.44
H 0.416 1.014 1.554 0.40
```

[12]
Formula: Cl2H2NPS
Source: the OMol25 dataset
Level of theory: wB97M-V/def2-TZVPD

* HOMO (alpha / beta): -9.08 / -9.08 eV
* energy relative to the best compared isomer or geometry (same formula, charge and spin): 91.7 kcal/mol
* energy: -46689.509 eV
* HOMO-LUMO gap (alpha / beta): 0.22435 / 0.22431 Ha

The geometry in XYZ format:
```
7
Properties=species:S:1:pos:R:3:nbo_charge:R:1
N -0.021 1.706 -0.667 -1.15
P -0.397 0.265 -0.317 1.40
S 1.938 -1.798 0.565 -0.41
Cl -1.010 0.528 1.546 -0.21
Cl -1.904 -0.561 -1.234 -0.18
H 0.098 1.974 -1.725 0.41
H 1.296 -2.113 1.833 0.14
```

[13]
Formula: Cl2H2O2P2
Source: the OMol25 dataset
Level of theory: wB97M-V/def2-TZVPD

* HOMO (alpha / beta): -7.92 / -10.58 eV
* 2S+1: 3
* energy relative to the best compared isomer or geometry (same formula, charge and spin): 0.0 kcal/mol
* energy: -47748.011 eV
* HOMO-LUMO gap (alpha / beta): 0.31837 / 0.23733 Ha

The geometry in XYZ format:
```
8
Properties=species:S:1:pos:R:3:nbo_charge:R:1
O -0.900 -1.040 0.312 -0.94
O 0.428 0.634 -1.344 -1.07
P 1.083 0.203 -0.075 1.47
P -2.279 -0.895 -0.151 1.12
Cl -2.882 0.941 0.017 -0.18
Cl 2.862 1.112 0.151 -0.27
H 1.332 -1.165 -0.005 -0.08
H 0.356 0.209 1.095 -0.05
```

[14]
Formula: Cl2H2Si
Source: the OMol25 dataset
Level of theory: wB97M-V/def2-TZVPD

* HOMO: -9.78 eV
* energy relative to the best compared isomer or geometry (same formula, charge and spin): 58.1 kcal/mol
* energy: -32954.783 eV
* HOMO-LUMO gap: 0.31641 Ha

The geometry in XYZ format:
```
5
Properties=species:S:1:pos:R:3:nbo_charge:R:1
Si 0.397 0.022 0.009 1.22
Cl 0.883 1.879 0.003 -0.28
Cl -2.497 -0.239 -0.127 -0.61
H 0.458 -0.824 1.163 -0.16
H 0.759 -0.838 -1.047 -0.18
```

[15]
Formula: Cl2H3N2OP
Source: the OMol25 dataset
Level of theory: wB97M-V/def2-TZVPD

* HOMO: -9.51 eV
* energy relative to the best compared isomer or geometry (same formula, charge and spin): 35.7 kcal/mol
* energy: -39410.051 eV
* HOMO-LUMO gap: 0.36221 Ha
* SMILES: [H]/N=N/[H].OP(Cl)Cl

The geometry in XYZ format:
```
9
Properties=species:S:1:pos:R:3:nbo_charge:R:1
H 0.988 -2.237 1.865 0.31
N 1.838 -2.307 1.328 -0.29
N 2.095 -1.126 0.922 -0.33
H 3.022 -0.963 0.566 0.32
O -1.951 2.300 -0.171 -0.98
P -0.685 1.322 -0.648 1.16
Cl -1.678 -0.587 -0.443 -0.37
Cl -0.897 1.506 -2.695 -0.32
H -2.731 2.092 -0.723 0.50
```

[16]
Formula: Cl2HN3
Source: the OMol25 dataset
Level of theory: wB97M-V/def2-TZVPD

* HOMO: -9.58 eV
* energy relative to the best compared isomer or geometry (same formula, charge and spin): 2.7 kcal/mol
* energy: -29527.264 eV
* HOMO-LUMO gap: 0.33838 Ha
* SMILES: [H]/N=N/N(Cl)Cl

The geometry in XYZ format:
```
6
Properties=species:S:1:pos:R:3:nbo_charge:R:1
H -2.198 -0.022 -0.068 0.34
N -1.281 -0.399 0.126 -0.42
N -0.485 0.532 -0.123 0.03
N 0.786 0.132 -0.133 -0.31
Cl 2.003 1.300 0.119 0.21
Cl 1.175 -1.543 0.078 0.15
```

[17]
Formula: Cl2HO3P
Source: the OMol25 dataset
Level of theory: wB97M-V/def2-TZVPD

* HOMO (alpha / beta): -9.87 / -9.87 eV
* energy relative to the best compared isomer or geometry (same formula, charge and spin): 0.0 kcal/mol
* energy: -40489.565 eV
* HOMO-LUMO gap (alpha / beta): 0.30042 / 0.30038 Ha

The geometry in XYZ format:
```
7
Properties=species:S:1:pos:R:3:nbo_charge:R:1
O -0.604 -0.124 -1.723 -1.01
O 2.089 -0.077 0.401 -0.39
O 0.886 0.123 1.015 -0.42
P -0.931 -0.235 -0.315 1.72
Cl -1.556 -1.971 0.268 -0.15
Cl -2.086 1.416 0.087 -0.21
H 2.202 0.867 0.268 0.47
```

[18]
Formula: Cl2HP
Source: the OMol25 dataset
Level of theory: wB97M-V/def2-TZVPD

* HOMO (alpha / beta): -8.66 / -11.50 eV
* 2S+1: 3
* energy relative to the best compared isomer or geometry (same formula, charge and spin): 1.9 kcal/mol
* energy: -34348.363 eV
* HOMO-LUMO gap (alpha / beta): 0.35017 / 0.38485 Ha

The geometry in XYZ format:
```
4
Properties=species:S:1:pos:R:3:nbo_charge:R:1
P -1.076 -1.284 -1.442 0.30
Cl -1.169 -1.447 0.558 -0.30
Cl 0.672 1.217 0.787 -0.23
H 1.573 1.515 0.098 0.23
```

[19]
Formula: Cl2INa
Source: the OMol25 dataset
Level of theory: wB97M-V/def2-TZVPD

* HOMO: 1.18 eV
* charge: -2
* energy relative to the best compared isomer or geometry (same formula, charge and spin): 0.6 kcal/mol
* energy: -37564.221 eV
* HOMO-LUMO gap: 0.09841 Ha

The geometry in XYZ format:
```
4
Properties=species:S:1:pos:R:3:nbo_charge:R:1
Na 0.440 -0.652 1.492 0.88
I -0.748 -2.026 -1.124 -0.95
Cl 0.454 1.681 1.250 -0.94
Cl -0.146 0.998 -1.617 -0.99
```

[20]
Formula: Cl2O8
Source: the OMol25 dataset
Level of theory: wB97M-V/def2-TZVPD

* HOMO: -1.52 eV
* charge: -2
* energy relative to the best compared isomer or geometry (same formula, charge and spin): 60.4 kcal/mol
* energy: -41409.022 eV
* HOMO-LUMO gap: 0.28992 Ha

The geometry in XYZ format:
```
10
Properties=species:S:1:pos:R:3:nbo_charge:R:1
Cl 8.854 7.929 -12.191 2.64
O 9.388 7.429 -11.014 -0.91
O 8.587 6.848 -13.150 -0.91
O 7.805 8.741 -11.848 -0.90
O 9.514 8.957 -12.806 -0.92
Cl 5.634 11.543 -13.059 2.44
O 4.254 11.923 -12.822 -0.88
O 6.123 12.505 -14.142 -0.89
O 6.559 11.352 -11.968 -0.79
O 5.469 10.179 -13.666 -0.89
```